The following is a DFT calculation (ωB97M-V/def2-TZVPD) of a structure of composition C24H29MnN8O3S3Se.

- M (g/mol) = 707.65
- E_tot (eV) = -172582.794
- HOMO-LUMO gap (spin up / spin down) (eV) = 3.77 / 4.66
- ΔE to the lowest compared entry with this formula, charge and spin (kJ/mol) = 192.2
- multiplicity = 5
- E_HOMO (spin up / spin down) (eV) = -11.7 / -11.7
- E_LUMO (spin up / spin down) (eV) = -7.92 / -7.03
- expectation value of S² = 6.10
- charge = +2

Each line ends with the Mulliken spin population.
CARTESIAN COORDINATES (ANGSTROEM)
Mn1 1.572 -0.762 0.942  4.120
C1 1.810 -1.612 -3.191  0.000
C2 1.237 -1.855 -1.831  0.029
O1 1.372 -1.010 -0.929  0.002
N1 0.578 -3.003 -1.631  0.011
C3 0.003 -3.367 -0.346  0.030
C4 1.075 -3.831 0.611  -0.016
C5 1.120 -5.140 1.069  -0.004
C6 2.166 -5.538 1.887  0.003
C7 3.166 -4.624 2.173  -0.009
C8 3.038 -3.330 1.702  0.025
N2 1.997 -2.924 0.969  -0.052
H1 1.395 -0.681 -3.579  0.000
H2 1.605 -2.421 -3.884  -0.001
H3 2.888 -1.468 -3.114  0.001
H4 0.515 -3.676 -2.381  0.000
H5 -0.734 -4.154 -0.495  0.002
H6 -0.498 -2.480 0.075  -0.008
H7 0.344 -5.833 0.790  0.000
H8 2.222 -6.547 2.260  0.000
H9 4.031 -4.906 2.748  -0.001
H10 3.808 -2.591 1.893  0.003
C9 0.818 3.183 1.549  -0.015
C10 1.024 1.708 1.341  -0.056
O2 0.175 0.882 1.755  0.070
O3 2.062 1.270 0.773  -0.087
H11 0.181 3.351 2.414  -0.001
H12 0.323 3.598 0.673  0.001
H13 1.775 3.681 1.678  0.001
Se1 -0.891 -2.417 4.156  0.004
N3 -0.034 -1.643 5.445  0.007
C11 1.040 -1.024 4.970  -0.009
C12 1.994 -0.243 5.650  0.012
C13 2.989 0.333 4.895  -0.014
C14 3.051 0.147 3.504  0.027
N4 2.181 -0.594 2.831  -0.068
C15 1.193 -1.169 3.550  -0.025
N5 0.259 -1.892 2.935  0.009
H14 1.930 -0.123 6.719  0.000
H15 3.726 0.964 5.366  0.000
H16 3.830 0.617 2.915  -0.005
S1 -1.592 -0.202 -0.117  0.011
C16 -2.786 -0.794 0.852  0.001
N6 -3.906 -0.154 1.165  0.001
C17 -4.937 -0.821 1.927  0.000
C18 -4.507 -2.278 2.122  0.000
S2 -2.770 -2.409 1.552  0.001
H17 -4.055 0.794 0.852  0.000
H18 -5.883 -0.771 1.378  0.000
H19 -5.078 -0.322 2.892  0.000
H20 -5.090 -2.965 1.510  0.000
H21 -4.549 -2.599 3.162  0.000
C19 0.749 6.092 -4.969  0.000
C20 -0.126 4.956 -4.594  0.000
C21 -1.455 4.846 -4.926  0.000
C22 -2.172 3.715 -4.483  0.000
N7 -1.592 2.774 -3.762  0.000
C23 -0.315 2.877 -3.440  0.000
S3 0.456 1.698 -2.528  -0.001
N8 0.419 3.962 -3.856  0.000
C24 -3.612 3.534 -4.784  0.000
H22 0.237 6.771 -5.641  0.000
H23 1.658 5.739 -5.452  0.000
H24 1.044 6.646 -4.078  0.000
H25 -1.936 5.608 -5.513  0.000
H26 1.400 4.004 -3.599  0.000
H27 -3.971 4.272 -5.493  0.000
H28 -4.181 3.618 -3.860  0.000
H29 -3.784 2.532 -5.170  0.000

---

The following is a DFT calculation (ωB97M-V/def2-TZVPD) of a structure of composition ClTi2.

- M (g/mol) = 131.19
- E_tot (eV) = -58741.303
- HOMO-LUMO gap (spin up / spin down) (eV) = 6.42 / 10.33
- ΔE to the lowest compared entry with this formula, charge and spin (kJ/mol) = 6.0
- multiplicity = 7
- E_HOMO (spin up / spin down) (eV) = -10.9 / -15.1
- E_LUMO (spin up / spin down) (eV) = -4.53 / -4.76
- expectation value of S² = 12.00
- charge = +1

Each line ends with the Mulliken spin population.
CARTESIAN COORDINATES (ANGSTROEM)
Ti1 0.447 -1.708 0.509  2.953
Ti2 -1.329 0.955 -1.095  3.068
Cl1 0.882 0.753 0.586  -0.021

---

> What is the formula in the second record?

ClTi2

---

> Which value of E_tot does entry 1 give?

-172582.794 eV

---

> Look up the charge of the first one.

+2